No. 1
{
  "formula": "C5H11N2",
  "method": "the ωB97M-V functional and the def2-TZVPD basis",
  "homo_energy_ev": -13.23,
  "relative_energy_kcal_mol": 24.9,
  "total_charge": 1,
  "symbols": ["C", "C", "N", "C", "C", "C", "N", "H", "H", "H", "H", "H", "H", "H", "H", "H", "H", "H"],
  "xyz": [[1.19794, 2.01759, 2.29347], [0.36221, 1.35151, 1.28369], [0.83678, 0.50193, 0.48279], [0.16149, -0.24986, -0.42097], [0.75427, -0.26149, -1.79784], [-0.89845, -0.98705, -0.04344], [-1.53986, -1.94730, -0.95661], [0.95865, 3.07715, 2.34149], [2.25845, 1.87461, 2.09626], [0.96898, 1.59395, 3.27205], [-0.68913, 1.65344, 1.24503], [0.28673, 0.50966, -2.41051], [0.66838, -1.22048, -2.30774], [1.81316, -0.02403, -1.71982], [-1.29082, -0.98647, 0.95737], [-1.05998, -1.87736, -1.86530], [-2.53949, -1.74124, -1.07884], [-1.45671, -2.91219, -0.60624]]
}

No. 2
{
  "formula": "C5H11N2",
  "method": "the ωB97M-V functional and the def2-TZVPD basis",
  "homo_energy_ev": -13.11,
  "relative_energy_kcal_mol": 90.5,
  "total_charge": 1,
  "symbols": ["C", "C", "C", "C", "C", "N", "N", "H", "H", "H", "H", "H", "H", "H", "H", "H", "H", "H"],
  "xyz": [[0.50039, -1.45596, 1.25341], [1.76096, 0.42799, -0.48510], [0.13223, -0.54300, 0.42306], [-1.42347, 1.20820, 0.90622], [-1.82045, -0.20789, -1.07979], [2.86581, -0.15015, -0.93607], [-0.99148, 0.04619, 0.07560], [-0.25135, -1.99947, 1.83939], [1.55840, -1.59543, 1.35656], [1.68943, 1.55336, -0.60462], [-1.08318, 2.10182, 0.52821], [-2.49277, 1.08922, 1.15068], [-0.89834, 1.23022, 1.92092], [-2.12362, 0.72293, -1.58824], [-1.24318, -0.88820, -1.84085], [-2.72650, -0.75337, -0.79219], [3.59951, 0.40265, -1.39000], [2.94763, -1.18911, -0.73716]]
}

No. 3
{
  "formula": "C5H11N2",
  "method": "the ωB97M-V functional and the def2-TZVPD basis",
  "homo_energy_ev": -13.84,
  "relative_energy_kcal_mol": 81.7,
  "total_charge": 1,
  "symbols": ["C", "N", "N", "C", "C", "C", "C", "H", "H", "H", "H", "H", "H", "H", "H", "H", "H", "H"],
  "xyz": [[-0.83726, -1.57049, 1.88835], [-0.60472, -1.24054, 0.70336], [-0.62759, -0.04671, 0.08106], [-1.77940, 0.80107, 0.20764], [0.59519, 0.15533, -0.67410], [1.59151, -0.92670, -0.50664], [0.95040, 1.34028, -1.35212], [-0.90065, -2.58141, 2.12949], [-0.98813, -0.90928, 2.77246], [-2.72764, 0.44536, -0.22530], [-1.59644, 1.85070, -0.21470], [-2.14135, 0.90699, 1.25635], [2.17555, -1.00405, 0.43845], [2.33039, -0.92176, -1.34877], [1.06599, -1.80082, -0.54216], [2.05579, 1.65879, -1.05860], [0.93087, 1.47836, -2.45084], [0.50749, 2.36488, -1.10392]]
}

No. 4
{
  "formula": "C5H11N2",
  "method": "the ωB97M-V functional and the def2-TZVPD basis",
  "homo_energy_ev": [-11.66, -14.06],
  "s_squared": 2.009,
  "relative_energy_kcal_mol": 42.7,
  "multiplicity": 3,
  "total_charge": 1,
  "symbols": ["C", "C", "C", "C", "C", "N", "N", "H", "H", "H", "H", "H", "H", "H", "H", "H", "H", "H"],
  "xyz": [[-2.01957, -1.94551, 0.56408], [-1.80000, -0.60496, 0.42284], [2.35904, 0.09975, 0.46547], [-1.00753, 1.47173, -0.69522], [-0.81645, -0.01079, -0.39407], [1.16803, -0.31357, 0.68442], [2.55679, 0.76845, -0.66799], [-2.68100, -2.33903, 1.32148], [-1.58303, -2.73347, -0.04486], [-2.35060, 0.08523, 1.22863], [3.09763, -0.13272, 1.19667], [-0.37014, 1.80345, -1.48718], [-0.57169, 2.17291, 0.10760], [-2.00139, 1.59910, -0.75435], [-0.30086, -0.65574, -1.18943], [1.03303, -1.08752, 1.43274], [3.41439, 1.22810, -0.82640], [1.87334, 0.59458, -1.36444]]
}